No. 1
The following is a DFT calculation (ωB97M-V with the def2-TZVPD basis set) of a structure of composition C33H52AsF6O25.

```
! RIJCOSX wB97M-V def2-TZVPD def2/J DEFGRID3
* xyz 0 2
As -0.54403 0.46997 0.08596
F -1.78145 1.72236 -0.20792
F 0.77213 1.67561 0.01479
F 0.78059 -0.78634 0.38309
F -1.90235 -0.65379 0.19061
F -0.49705 0.17933 -1.75503
F -0.71028 0.72093 1.88241
C 0.14136 -1.81626 4.50216
O -0.80873 -0.71021 4.41621
H 0.71640 -1.51387 5.37736
H -0.30826 -2.80589 4.58326
H 0.84918 -1.88137 3.67581
H -0.68996 -0.22831 3.59446
C 1.99326 0.52810 -4.34924
C 2.34238 -0.87077 -3.75460
C 2.83666 -0.88919 -2.32770
O 2.30019 -2.14841 -1.95383
C 1.29008 -2.59340 -2.68613
O 0.54739 -3.46827 -2.36412
O 1.17028 -1.65828 -3.70532
H 1.36214 0.32960 -5.21549
H 2.90622 1.05292 -4.63062
H 1.41722 1.11736 -3.63576
H 3.14633 -1.32791 -4.33147
H 2.53878 0.06715 -1.89785
H 3.91774 -1.02670 -2.30592
C -3.55506 1.18592 -3.34952
C -3.36892 0.66408 -4.77636
C -2.02693 -0.09286 -4.82711
O -2.21369 -1.22383 -5.67550
C -3.57196 -1.28790 -5.80047
O -4.14159 -2.14834 -6.46081
O -4.19065 -0.37741 -5.06635
H -3.64131 0.43627 -2.56295
H -4.45305 1.79070 -3.22321
H -2.81019 1.94302 -3.10443
H -3.51769 1.45093 -5.51583
H -1.84663 -0.50307 -3.83347
H -1.29528 0.61610 -5.21463
C 4.34167 2.62408 -1.75100
C 4.36905 4.01515 -1.06487
C 3.56403 4.32346 0.14633
O 4.43420 4.59342 1.21571
C 5.69932 4.56645 0.70862
O 6.69933 4.90335 1.28003
O 5.73302 4.17787 -0.56521
H 5.15263 2.51186 -2.47062
H 3.32887 2.64469 -2.15339
H 4.64283 1.79910 -1.10539
H 4.14397 4.83086 -1.75194
H 2.89373 3.64129 0.66925
H 2.86604 5.15164 0.02375
C -1.54125 -3.46930 0.05698
C -2.28903 -3.94767 1.22677
C -3.57383 -4.72059 0.98882
O -3.61524 -5.78894 1.89736
C -2.50743 -6.00261 2.36877
O -2.16300 -7.00031 3.05159
O -1.58582 -5.01496 1.92585
H -1.08087 -4.27614 -0.51326
H -0.65541 -2.88251 0.30002
H -2.23875 -2.88971 -0.54773
H -2.31359 -3.11532 1.93012
H -3.67479 -5.13935 -0.01245
H -4.43531 -4.10278 1.24230
C -2.41681 4.96056 0.62680
C -1.16965 4.43547 1.34582
C 0.13985 4.88553 0.68675
O 0.79235 5.54822 1.71570
C 0.09839 5.50707 2.82589
O 0.45284 6.01717 3.86260
O -1.08161 4.92911 2.68051
H -2.51473 4.44652 -0.32938
H -2.45013 6.04860 0.57069
H -3.29911 4.79630 1.24540
H -1.26876 3.35445 1.44409
H -0.14346 5.44803 -0.20287
H 0.72977 4.00148 0.44472
C 2.91004 -5.70770 0.07855
C 2.69088 -4.29929 0.52273
C 1.61558 -4.17008 1.57905
O 2.35328 -4.05587 2.73599
C 3.48799 -3.44173 2.47283
O 4.11665 -2.70009 3.23028
O 3.84103 -3.92501 1.25084
H 3.13664 -6.46937 0.82461
H 3.77810 -5.81139 -0.57247
H 2.02217 -5.89627 -0.52497
H 2.44240 -3.55889 -0.23764
H 1.01865 -5.07939 1.64919
H 1.01116 -3.26967 1.46928
C -6.24006 -1.35167 1.27185
C -5.87523 0.16246 1.20776
C -4.88590 0.56795 0.08328
O -5.40054 1.72344 -0.48105
C -6.71766 1.79772 -0.23821
O -7.47349 2.58452 -0.76589
O -7.02350 0.84375 0.73374
H -6.96446 -1.69582 0.53367
H -6.66042 -1.59275 2.24821
H -5.40139 -2.02570 1.09747
H -5.48349 0.51993 2.16005
H -4.72194 -0.21048 -0.66189
H -3.87552 0.77621 0.43523
C 2.17115 1.89770 3.18900
C 3.43361 1.08890 2.73140
C 3.33529 0.18934 1.47840
O 4.64856 0.21328 1.07562
C 5.29935 1.24316 1.50831
O 6.47179 1.56089 1.28828
O 4.45848 1.96509 2.34940
H 1.99623 2.70243 2.47491
H 2.43710 2.36124 4.13900
H 1.36248 1.17619 3.30553
H 3.73249 0.50579 3.60247
H 2.55120 0.47561 0.77743
H 3.18438 -0.84405 1.79056
*
```

The expectation value of S² is 0.762. As for the max |F|: 0.1805 Eh/bohr. The gap between HOMO and LUMO (alpha / beta) comes out at 9.55 / 2.28 eV. The value obtained for the lowest unoccupied orbital energy (alpha / beta) is -0.0333 / -0.2996 Ha.

=====

No. 2
The following is a DFT calculation (ωB97M-V with the def2-TZVPD basis set) of the ion C5H13N2 with charge +1.

```
! RIJCOSX wB97M-V def2-TZVPD def2/J DEFGRID3
* xyz 1 1
C -0.60208 -0.94647 -0.38835
C -2.00276 -0.66446 -0.01620
C 0.57544 0.08291 -0.05658
C 1.85650 -0.64855 -0.49013
C 0.57968 0.33993 1.45135
N -2.39305 0.55679 -0.09662
N 0.46401 1.38906 -0.74520
H -0.29669 -1.91005 0.01951
H -0.60100 -1.06118 -1.48118
H -2.67687 -1.44716 0.30854
H 2.00120 -1.57898 0.04962
H 2.72259 -0.01780 -0.30227
H 1.82354 -0.87180 -1.55388
H -0.29928 0.90438 1.75227
H 1.46140 0.91390 1.72969
H 0.60482 -0.58857 2.01123
H -3.33448 0.86708 0.11587
H -1.67218 1.25185 -0.35172
H 0.79062 1.33795 -1.70282
H 0.99862 2.09115 -0.25313
*
```

Its SMILES is CC(C)(N)CC=[NH2+]. As for the max |F|: 0.0275 Eh/bohr. The gap between HOMO and LUMO comes out at 9.18 eV. The value obtained for the lowest unoccupied orbital energy is -0.1723 Ha. As for the relative energy (zero: lowest compared OMol25 entry of this formula, charge and spin): 25.8 kcal/mol.

=====

No. 3
The following is a DFT calculation (ωB97M-V with the def2-TZVPD basis set) of the ion C3H7BrN with charge +1.

```
! RIJCOSX wB97M-V def2-TZVPD def2/J DEFGRID3
* xyz 1 1
C -0.02166 -1.28503 0.57135
C 0.40375 0.98148 -0.20504
C 0.11297 0.04142 -1.38347
N -0.20653 0.22436 0.93137
Br -1.53052 0.19395 -2.17769
H -0.93915 -1.74316 0.87902
H 0.85173 -1.77855 0.94596
H 1.58255 1.23552 -0.07110
H -0.10130 1.85148 -0.27325
H 0.95788 -0.58368 -1.89883
H -1.24257 0.53633 0.80721
H 0.13287 0.32588 1.87446
*
```

As for the max |F|: 0.0969 Eh/bohr. The gap between HOMO and LUMO (alpha / beta) comes out at 8.02 / 8.87 eV. The value obtained for the lowest unoccupied orbital energy (alpha / beta) is -0.1943 / -0.1890 Ha. As for the relative energy (zero: lowest compared OMol25 entry of this formula, charge and spin): 70.8 kcal/mol.

=====

No. 4
The following is a DFT calculation (ωB97M-V with the def2-TZVPD basis set) of a structure of composition C31H34CaCl3N3O5SSe2Si.

```
! RIJCOSX wB97M-V def2-TZVPD def2/J DEFGRID3
* xyz -2 1
Ca -0.98943 -1.18004 0.38692
Se 0.66652 2.83068 3.36581
Se -0.51208 0.87557 3.82588
C -2.05284 1.32157 2.74724
C -3.09278 2.03252 3.33048
C -4.19862 2.34804 2.55985
C -4.22805 1.95052 1.23664
C -3.14978 1.24041 0.73967
N -2.08225 0.92461 1.47461
C 2.11831 2.17563 2.26026
C 3.06123 3.11554 1.85788
C 4.13651 2.67708 1.10873
C 4.24084 1.33135 0.80362
C 3.24287 0.48378 1.25174
N 2.19586 0.89414 1.96980
H -3.02813 2.30948 4.37251
H -5.03046 2.88950 2.99440
H -5.07106 2.16552 0.59452
H -3.12801 0.89414 -0.28561
H 2.93904 4.16086 2.10510
H 4.87617 3.38310 0.75111
H 5.04370 0.94872 0.18949
H 3.26873 -0.57328 1.01550
C -0.46399 -0.73418 -3.45913
C -1.45472 -0.07933 -2.49982
C -2.08430 1.15105 -3.15178
O -0.79330 0.30760 -1.29262
C -2.59386 -1.10126 -2.17886
O -3.39243 -1.33988 -3.08454
O -2.60898 -1.61395 -1.00519
H 0.32184 -0.01923 -3.71673
H -0.98645 -1.04410 -4.36572
H -0.00257 -1.60974 -3.00034
H -1.29911 1.81919 -3.51755
H -2.69117 1.70035 -2.42795
H -2.72140 0.84058 -3.97818
H -0.02201 1.05017 -1.44900
Cl 1.43849 -2.93290 2.13930
C 2.47238 -3.58949 0.90740
C 3.77884 -3.87426 1.26486
C 4.65888 -4.39091 0.32649
C 4.20232 -4.61411 -0.96291
C 2.89170 -4.32005 -1.29588
Cl 2.42121 -4.62182 -2.94669
C 1.94750 -3.78890 -0.38888
S 0.31573 -3.44532 -0.83942
H 4.09520 -3.67990 2.28157
H 5.68368 -4.61315 0.59459
H 4.85850 -5.00934 -1.72691
Cl -4.90716 -1.80893 2.12582
C -3.54505 -2.84020 2.68329
C -2.42201 -1.94068 3.22600
O -2.61925 -1.36780 4.30258
O -1.39619 -1.84153 2.49002
H -3.22231 -3.43063 1.83118
H -3.93910 -3.46834 3.47774
C -1.04279 3.88623 -1.02808
Si 0.65096 3.65238 -1.81493
C 0.52864 4.30811 -3.59238
C 1.82166 4.85698 -0.92760
N 1.06761 2.01442 -1.69011
C 2.25642 1.42885 -2.01317
C 3.34138 2.10653 -2.62029
C 4.52821 1.46188 -2.93724
C 4.70386 0.10808 -2.68634
C 3.65152 -0.58907 -2.09179
C 2.47678 0.04773 -1.75153
H -1.14380 4.89786 -0.62316
H -1.16918 3.17755 -0.20782
H -1.85341 3.72357 -1.74270
H 0.06383 5.29966 -3.60566
H -0.07613 3.64001 -4.21083
H 1.51241 4.39173 -4.06192
H 1.76409 5.85317 -1.37796
H 2.85958 4.52185 -0.96780
H 1.53936 4.94407 0.12468
H 3.24133 3.16203 -2.85163
H 5.32702 2.03298 -3.40232
H 5.62590 -0.39522 -2.95186
H 3.75251 -1.64772 -1.87555
H 1.69255 -0.52090 -1.25851
*
```

As for the max |F|: 0.0169 Eh/bohr. The gap between HOMO and LUMO comes out at 6.06 eV. The value obtained for the lowest unoccupied orbital energy is 0.1439 Ha. As for the relative energy (zero: lowest compared OMol25 entry of this formula, charge and spin): 0.0 kcal/mol.